1:
The following is a DFT calculation (ωB97M-V/def2-TZVPD) of C2H5N2O2S as an isolated structure.

Atoms and positions in Å:
C: 0.40 -1.17 0.02
C: 1.51 0.96 -0.38
N: -2.62 0.15 0.07
N: 0.55 0.12 0.34
O: -0.65 -1.79 0.62
O: 1.13 -1.85 -0.61
S: -1.36 1.08 -0.28
H: 2.53 0.76 0.05
H: 1.45 0.66 -1.35
H: 1.26 1.93 -0.20
H: -2.92 0.19 1.07
H: -1.27 -1.04 0.65

## Properties
E_LUMO, eV: 3.756
Charge: -1

2:
The following is a DFT calculation (ωB97M-V/def2-TZVPD) of C2H5N2O2S as an isolated structure.

Atoms and positions in Å:
C: 0.82 1.17 -0.77
C: 0.99 -0.29 -0.70
N: 0.50 0.15 -1.86
N: -1.29 0.40 1.62
O: -0.56 -1.92 2.04
O: -1.86 -1.47 -0.01
S: -0.96 -0.97 0.99
H: -0.12 1.68 -0.48
H: 1.65 1.82 -1.09
H: 2.04 -0.81 -0.78
H: 0.34 -0.72 0.24
H: -1.55 0.95 0.79

## Properties
E_LUMO (spin up / spin down), eV: 3.548 / 3.548
Charge: -1

Most stable structure, least stable structure: 1, 2.

1:
The following is a DFT calculation (ωB97M-V/def2-TZVPD) of one molecule with the formula C4H7Cl2NO.

Atoms and positions in Å:
C: 0.87 0.10 -1.20
C: 0.66 -1.15 0.98
C: -1.22 0.57 0.46
C: 0.48 0.15 0.23
N: -1.46 1.72 -0.29
O: -2.31 1.72 -1.13
Cl: -2.22 -0.91 -0.03
Cl: 1.29 1.53 1.11
H: 1.77 -0.64 -1.49
H: 0.02 -0.44 -1.59
H: 0.87 1.05 -1.74
H: 1.78 -1.31 0.99
H: 0.39 -1.13 1.97
H: 0.40 -1.92 0.26
H: -1.31 0.65 1.48

## Properties
E_LUMO, eV: -0.471
SMILES: CC(C)(Cl)[C@H](Cl)N=O
Charge: 0

2:
The following is a DFT calculation (ωB97M-V/def2-TZVPD) of a 2-piece molecular cluster, C4H7Cl2NO overall.

Atoms and positions in Å:
C: 1.55 1.02 -0.53
C: 0.08 2.24 0.84
C: -1.42 -2.14 0.92
C: -0.48 -1.95 -1.05
N: 0.92 1.21 0.49
O: -0.95 -1.40 0.00
Cl: 1.68 1.98 -2.01
Cl: 0.04 -0.91 -2.36
H: 0.75 3.12 1.08
H: -0.46 2.12 1.80
H: -0.44 2.68 0.10
H: -1.39 -3.17 0.73
H: -1.51 -1.79 1.90
H: 2.08 0.03 -0.70
H: -0.47 -3.04 -1.21

## Properties
E_LUMO (spin up / spin down), eV: 0.584 / 0.545
Charge: 0

Most stable structure, least stable structure: 1, 2.

1:
The following is a DFT calculation (ωB97M-V/def2-TZVPD) of a 8-piece molecular cluster, H16O8 overall.

Atoms and positions in Å:
O: 26.44 12.18 38.37
H: 27.09 12.91 39.08
H: 25.56 12.39 38.79
O: 19.71 12.60 40.04
H: 20.44 12.25 40.53
H: 20.26 13.51 39.61
O: 21.62 11.34 37.39
H: 21.54 11.16 36.39
H: 21.28 10.63 37.92
O: 20.69 15.02 39.86
H: 20.21 15.23 40.63
H: 21.71 15.40 39.86
O: 23.45 13.60 38.56
H: 22.78 13.08 38.05
H: 23.63 14.15 37.80
O: 23.49 15.37 40.67
H: 23.54 14.66 40.00
H: 22.95 14.92 41.45
O: 23.31 17.47 37.39
H: 23.56 17.98 36.59
H: 23.33 16.57 37.00
O: 23.45 14.92 36.03
H: 22.87 14.27 35.75
H: 24.03 15.11 35.37

## Properties
E_LUMO, eV: -0.140
SMILES: O.O.O.O.O.O.O.O
Charge: 0

2:
The following is a DFT calculation (ωB97M-V/def2-TZVPD) of a 8-piece molecular cluster, H16O8 overall.

Atoms and positions in Å:
O: -1.66 3.13 -2.00
H: -1.33 3.85 -2.54
H: -2.09 3.56 -1.26
O: -1.47 0.70 7.13
H: -2.07 1.35 7.49
H: -1.70 0.63 6.20
O: 2.51 -3.87 -2.58
H: 1.93 -4.23 -3.25
H: 1.98 -3.20 -2.15
O: 4.32 -2.22 2.01
H: 4.73 -2.76 1.34
H: 3.47 -1.99 1.64
O: 0.16 -0.54 0.32
H: -0.52 -0.67 0.98
H: -0.20 0.12 -0.27
O: -3.38 -0.03 3.07
H: -3.58 0.87 2.81
H: -4.12 -0.54 2.75
O: 4.61 2.48 -2.44
H: 5.34 1.90 -2.67
H: 3.84 2.05 -2.82
O: -3.96 -0.26 -4.48
H: -3.46 -0.69 -5.18
H: -3.35 0.38 -4.10

## Properties
E_LUMO, eV: 0.014
SMILES: O.O.O.O.O.O.O.O
Charge: 0

Most stable structure, least stable structure: 2, 1.

1:
The following is a DFT calculation (ωB97M-V/def2-TZVPD) of a 8-piece molecular cluster, H16O8 overall.

Atoms and positions in Å:
O: 7.48 10.83 5.60
H: 7.41 11.09 6.52
H: 8.42 10.62 5.45
O: 3.67 7.11 4.38
H: 2.98 7.59 4.87
H: 4.48 7.61 4.55
O: 7.50 6.15 5.68
H: 7.20 5.65 6.45
H: 7.16 5.67 4.93
O: 9.73 7.87 5.13
H: 9.06 7.25 5.51
H: 10.39 7.28 4.74
O: 6.17 8.65 4.77
H: 6.45 9.57 4.92
H: 6.77 8.17 5.37
O: 7.50 12.41 3.31
H: 6.90 12.12 4.02
H: 7.05 13.07 2.78
O: 7.53 6.91 2.74
H: 8.39 7.15 3.09
H: 6.91 7.47 3.24
O: 5.91 4.77 3.71
H: 5.10 5.02 3.23
H: 6.58 5.29 3.22

## Properties
E_LUMO, eV: 0.202
SMILES: O.O.O.O.O.O.O.O
Charge: 0

2:
The following is a DFT calculation (ωB97M-V/def2-TZVPD) of a 8-piece molecular cluster, H16O8 overall.

Atoms and positions in Å:
H: -0.87 0.50 -1.16
H: -0.96 0.30 0.20
H: -2.05 -1.55 4.02
H: -2.88 -0.79 3.03
H: 3.68 0.00 -1.83
H: 2.44 -0.53 -2.53
H: -2.36 3.26 -2.15
H: -1.65 3.82 -0.96
H: 0.19 2.69 1.41
H: -1.28 2.79 1.66
H: 0.66 -1.59 -1.40
H: 1.25 -1.24 -0.15
H: 1.09 -3.75 -1.57
H: 1.91 -4.79 -2.19
H: -1.66 0.22 1.91
H: -1.01 1.00 2.87
O: -0.57 -0.16 -0.49
O: -2.11 -1.28 3.07
O: 3.42 -0.73 -2.39
O: -1.42 3.32 -1.74
O: -0.45 3.35 1.52
O: 1.44 -1.17 -1.06
O: 2.00 -4.01 -1.75
O: -1.87 0.63 2.68

## Properties
E_LUMO, eV: -0.069
SMILES: O.O.O.O.O.O.O.O
Charge: 0

Most stable structure, least stable structure: 1, 2.

1:
The following is a DFT calculation (ωB97M-V/def2-TZVPD) of a 8-piece molecular cluster, H16O8 overall.

Atoms and positions in Å:
O: -0.72 -0.91 2.86
H: -1.38 -0.97 3.46
H: 0.06 -0.50 3.32
O: -0.34 2.93 -1.68
H: 0.42 2.71 -2.28
H: -0.41 2.28 -0.96
O: 0.07 0.57 0.24
H: 0.69 0.12 -0.23
H: -0.63 0.25 0.74
O: -2.23 -0.28 -1.57
H: -1.24 -0.62 -1.49
H: -2.33 0.38 -2.25
O: -0.68 -3.07 1.26
H: -1.53 -3.32 1.59
H: -0.61 -2.13 1.63
O: 2.56 0.00 -1.18
H: 2.48 0.82 -1.40
H: 3.24 -0.43 -1.65
O: 0.10 2.36 2.58
H: 0.89 1.97 3.09
H: 0.21 1.88 1.73
O: 0.43 -1.60 -2.28
H: 1.09 -0.89 -2.39
H: -0.15 -1.57 -3.15

## Properties
E_LUMO, eV: -0.058
SMILES: O.O.O.O.O.O.O.O
Charge: 0

2:
The following is a DFT calculation (ωB97M-V/def2-TZVPD) of a 8-piece molecular cluster, H16O8 overall.

Atoms and positions in Å:
H: -0.84 -0.33 -0.78
H: -0.02 -1.53 -1.02
H: -0.51 -2.75 1.03
H: -0.59 -2.47 2.48
H: -3.23 -0.30 3.61
H: -2.21 0.68 4.15
H: -1.31 2.10 1.12
H: -2.62 1.73 1.99
H: -0.53 -2.51 -3.16
H: -1.83 -2.51 -3.92
H: 1.23 2.33 -1.86
H: 0.89 2.20 -3.34
H: 4.09 2.40 -0.29
H: 3.42 1.42 -1.24
H: 2.46 -0.21 0.51
H: 1.53 0.71 1.17
O: -0.12 -0.86 -0.32
O: -0.62 -3.25 1.85
O: -2.51 0.39 3.29
O: -1.97 1.42 1.26
O: -1.06 -3.07 -3.63
O: 1.13 1.68 -2.56
O: 3.24 2.13 -0.67
O: 1.98 0.61 0.35

## Properties
E_LUMO, eV: 0.340
SMILES: O.O.O.O.O.O.O.O
Charge: 0

3:
The following is a DFT calculation (ωB97M-V/def2-TZVPD) of a 8-piece molecular cluster, H16O8 overall.

Atoms and positions in Å:
H: -0.82 2.71 1.57
H: -0.58 1.90 0.21
H: -1.56 0.44 -3.38
H: -0.27 1.09 -2.91
H: -1.79 -2.28 1.36
H: -2.62 -2.93 0.21
H: 2.74 4.26 1.04
H: 1.52 3.91 0.26
H: 2.84 -0.36 -1.43
H: 2.75 -1.66 -2.30
H: -4.16 -1.23 1.36
H: -2.95 -0.41 1.39
H: -0.10 -0.56 -1.02
H: 0.97 -1.14 0.03
H: 1.28 -0.24 1.97
H: 1.08 -1.83 1.68
O: -0.44 1.93 1.22
O: -0.59 0.29 -3.35
O: -2.51 -2.87 1.22
O: 1.94 3.71 1.15
O: 2.80 -0.71 -2.37
O: -3.42 -1.10 0.87
O: 0.71 -0.38 -0.60
O: 1.72 -1.09 1.87

## Properties
E_LUMO, eV: -0.047
SMILES: O.O.O.O.O.O.O.O
Charge: 0

4:
The following is a DFT calculation (ωB97M-V/def2-TZVPD) of a 8-piece molecular cluster, H16O8 overall.

Atoms and positions in Å:
O: -0.45 -0.14 0.39
H: 0.16 -0.87 0.57
H: 0.05 0.52 -0.12
O: 1.62 -2.02 1.22
H: 1.74 -2.82 1.75
H: 2.51 -1.70 1.02
O: -1.22 -0.37 -2.63
H: -1.13 -1.19 -3.12
H: -1.52 -0.63 -1.75
O: -0.05 3.60 1.41
H: 0.69 3.87 1.97
H: 0.24 2.77 0.99
O: -0.55 -4.04 1.72
H: -1.36 -4.07 2.25
H: -0.75 -3.42 1.02
O: -2.80 -0.31 2.12
H: -3.45 0.21 1.62
H: -1.98 -0.22 1.61
O: 1.54 1.86 -0.53
H: 1.88 2.42 -1.24
H: 2.31 1.40 -0.18
O: 1.08 1.48 -3.58
H: 0.65 1.25 -2.75
H: 0.81 2.39 -3.77

## Properties
E_LUMO, eV: -0.091
SMILES: O.O.O.O.O.O.O.O
Charge: 0

Most stable structure, least stable structure: 4, 3.

1:
The following is a DFT calculation (ωB97M-V/def2-TZVPD) of a 8-piece molecular cluster, H16O8 overall.

Atoms and positions in Å:
H: -2.08 0.14 -0.82
H: -2.00 0.18 0.84
H: -0.30 -0.22 -1.95
H: -1.03 0.79 -3.10
H: -1.25 1.52 2.62
H: -0.23 0.39 2.17
H: -1.23 -1.59 -0.16
H: -0.95 -2.99 0.21
H: 1.76 -0.17 1.92
H: 0.73 -1.35 1.40
H: 1.58 -0.49 -1.30
H: 0.45 -1.60 -1.13
H: 1.68 0.95 0.05
H: 3.27 0.77 -0.25
H: -0.27 2.09 0.56
H: -0.17 1.87 -0.97
O: -2.31 -0.32 0.04
O: -0.96 0.66 -2.16
O: -0.91 1.10 1.84
O: -0.47 -2.20 0.01
O: 0.95 -0.80 2.24
O: 0.92 -1.03 -1.80
O: 2.44 0.21 -0.06
O: 0.38 2.09 -0.21

## Properties
E_LUMO, eV: 0.422
SMILES: O.O.O.O.O.O.O.O
Charge: 0

2:
The following is a DFT calculation (ωB97M-V/def2-TZVPD) of a 8-piece molecular cluster, H16O8 overall.

Atoms and positions in Å:
O: 2.05 0.78 -1.41
H: 1.91 1.23 -2.25
H: 2.80 1.24 -1.00
O: -4.08 -1.10 -0.63
H: -4.76 -1.70 -0.30
H: -3.37 -1.14 0.03
O: -0.58 3.08 0.93
H: -1.23 2.53 1.39
H: -0.17 2.47 0.30
O: -1.24 0.16 -2.94
H: -0.92 0.21 -2.02
H: -1.38 1.08 -3.20
O: 2.84 0.36 1.95
H: 2.05 0.30 2.50
H: 2.84 -0.46 1.41
O: 3.06 -1.70 0.01
H: 4.01 -1.70 0.17
H: 2.90 -0.94 -0.56
O: -0.49 0.36 -0.15
H: -0.94 -0.33 0.37
H: 0.44 0.31 0.11
O: -1.90 -1.61 1.38
H: -1.21 -1.99 1.93
H: -2.63 -1.43 1.98

## Properties
E_LUMO, eV: -0.188
SMILES: O.O.O.O.O.O.O.O
Charge: 0

Most stable structure, least stable structure: 1, 2.

1:
The following is a DFT calculation (ωB97M-V/def2-TZVPD) of a 8-piece molecular cluster, H16O8 overall.

Atoms and positions in Å:
H: 0.40 -1.66 0.62
H: 0.81 -0.97 -0.67
H: 3.11 -4.88 0.45
H: 2.95 -5.29 1.91
H: 1.11 2.51 0.84
H: 1.58 3.73 0.08
H: -0.23 0.56 1.42
H: -0.45 1.39 0.17
H: -2.78 -1.56 2.75
H: -2.47 -0.86 1.44
H: -1.64 0.30 2.37
H: -2.78 0.00 3.33
H: -0.72 3.88 -2.92
H: 0.02 3.21 -1.78
H: 0.80 0.26 -5.49
H: 0.66 -0.80 -4.41
O: 0.87 -0.88 0.29
O: 2.51 -4.81 1.20
O: 1.22 2.85 -0.05
O: 0.24 1.00 0.71
O: -2.36 -1.70 1.90
O: -2.19 0.70 3.05
O: -0.86 3.43 -2.08
O: 0.18 -0.38 -5.13

## Properties
E_LUMO, eV: 0.230
SMILES: O.O.O.O.O.O.O.O
Charge: 0

2:
The following is a DFT calculation (ωB97M-V/def2-TZVPD) of H16O8 as an isolated structure.

Atoms and positions in Å:
O: 2.14 -0.68 -0.38
H: 1.96 -1.51 -0.99
H: 2.32 0.13 -1.04
O: -0.38 -0.19 0.33
H: -0.64 0.21 -0.42
H: 0.75 -0.02 0.06
O: -0.12 2.23 1.90
H: -0.39 2.04 2.87
H: -0.29 1.45 1.48
O: 0.24 2.35 -1.32
H: -0.03 2.65 -0.50
H: 0.18 3.17 -1.89
O: -3.02 -1.88 0.28
H: -3.52 -1.88 -0.59
H: -2.01 -2.15 -0.15
O: 4.15 -1.06 0.28
H: 3.41 -0.74 -0.08
H: 4.60 -0.28 -0.11
O: -2.32 0.17 -2.69
H: -3.12 -0.08 -2.58
H: -1.91 -0.67 -2.89
O: -0.72 -1.49 2.97
H: -1.32 -0.93 2.43
H: 0.03 -0.83 3.04

## Properties
E_LUMO, eV: -0.352
Charge: 0

3:
The following is a DFT calculation (ωB97M-V/def2-TZVPD) of H16O8 as an isolated structure.

Atoms and positions in Å:
O: 1.29 -1.70 0.28
H: 2.22 -1.93 0.34
H: 0.87 -2.52 0.02
O: -1.48 -1.83 -0.78
H: -0.88 -1.11 -0.61
H: -0.95 -2.62 -0.65
O: 0.64 -2.70 2.18
H: 1.22 -2.31 2.84
H: 0.69 -2.11 1.43
O: 0.74 -0.93 -2.60
H: 0.05 -0.54 -3.12
H: 0.57 -0.62 -1.71
O: 0.54 1.93 0.35
H: 0.80 2.37 1.16
H: 1.12 2.29 -0.31
O: -0.09 0.00 -0.23
H: 0.46 -0.72 0.05
H: 0.10 0.71 0.39
O: -1.09 3.17 -0.61
H: -0.41 3.84 -0.63
H: -0.69 2.43 -0.14
O: -1.98 1.75 1.15
H: -2.61 1.48 0.49
H: -1.13 1.68 0.71

## Properties
E_LUMO, eV: -0.611
Charge: 0

4:
The following is a DFT calculation (ωB97M-V/def2-TZVPD) of a 8-piece molecular cluster, H16O8 overall.

Atoms and positions in Å:
H: 0.41 0.44 -1.10
H: 0.66 0.25 0.39
H: 0.45 0.55 4.20
H: -0.55 1.59 3.73
H: 2.68 -3.26 -1.38
H: 4.15 -3.46 -1.73
H: -0.82 2.78 -3.37
H: -0.86 4.28 -3.12
H: -2.40 -1.33 -3.02
H: -3.69 -1.98 -2.56
H: -2.43 1.47 -0.04
H: -2.38 2.96 -0.31
H: -0.23 -1.02 3.84
H: 0.99 -1.86 3.51
H: 2.01 -0.81 0.26
H: 2.44 -0.24 1.60
O: 0.05 0.01 -0.32
O: 0.40 1.40 3.74
O: 3.27 -3.43 -2.12
O: -0.36 3.49 -2.90
O: -3.35 -1.24 -3.08
O: -2.86 2.16 -0.55
O: 0.10 -1.66 3.20
O: 2.31 -1.08 1.14

## Properties
E_LUMO, eV: 0.063
SMILES: O.O.O.O.O.O.O.O
Charge: 0

Most stable structure, least stable structure: 4, 3.

1:
The following is a DFT calculation (ωB97M-V/def2-TZVPD) of a 2-piece molecular cluster, C3H8N2O2S overall.

Atoms and positions in Å:
C: -0.39 -0.65 -0.21
C: -0.51 1.85 0.22
C: 0.00 0.56 0.41
N: -0.81 -1.74 0.47
N: -0.35 -0.69 -1.52
O: 1.96 -1.05 0.80
O: 2.12 0.49 -1.10
S: 1.84 0.29 0.43
H: -1.41 2.12 0.67
H: 0.27 2.68 0.41
H: -0.80 1.78 -0.86
H: -0.55 -0.02 2.41
H: -0.89 -1.64 1.40
H: -1.27 -2.51 0.10
H: 1.44 0.05 -1.69
H: -0.65 -1.52 -1.95

## Properties
E_LUMO (spin up / spin down), eV: -0.759 / -0.920
Charge: 0

2:
The following is a DFT calculation (ωB97M-V/def2-TZVPD) of a 2-piece molecular cluster, C3H8N2O2S overall.

Atoms and positions in Å:
C: -0.05 0.84 0.52
C: 1.16 -1.14 0.30
C: 1.82 0.88 -0.88
N: 0.79 0.16 -0.18
N: -2.38 -0.66 0.83
O: -0.62 1.88 0.71
O: -1.81 -1.34 -0.23
S: -3.30 0.70 0.27
H: 1.09 -2.00 -0.38
H: 2.05 -1.05 0.77
H: 0.55 -1.39 1.10
H: 1.57 0.82 -1.94
H: 1.88 1.93 -0.61
H: 2.88 0.47 -0.71
H: -2.51 -1.46 -0.88
H: -3.13 1.38 1.30

## Properties
E_LUMO (spin up / spin down), eV: 0.034 / 0.647
Charge: 0

Most stable structure, least stable structure: 1, 2.

1:
The following is a DFT calculation (ωB97M-V/def2-TZVPD) of a 2-piece molecular cluster, C3H7N2S overall.

Atoms and positions in Å:
C: -0.74 2.35 -0.17
C: 0.62 0.47 0.04
C: 2.32 -1.39 0.17
N: -0.21 1.33 0.36
N: 1.36 -0.40 0.18
S: -2.55 -1.07 0.20
H: -0.81 2.60 -1.24
H: -1.13 2.99 0.63
H: 2.55 -1.60 1.21
H: 1.85 -2.43 -0.24
H: 3.25 -1.10 -0.37
H: -3.13 0.06 -0.30
H: -3.38 -1.81 -0.46

## Properties
E_LUMO, eV: -5.845
Charge: +1

2:
The following is a DFT calculation (ωB97M-V/def2-TZVPD) of an isolated ion of composition C3H7N2S and charge +1.

Atoms and positions in Å:
C: -1.64 -0.36 0.85
C: 1.65 1.34 0.71
C: 0.15 -0.11 -0.65
N: -1.22 -0.05 -0.35
N: 0.90 1.26 -0.28
S: 0.94 -1.60 0.11
H: -2.67 -0.28 1.17
H: 1.73 0.53 1.40
H: 0.24 -0.36 -1.69
H: -1.96 0.26 -1.13
H: 1.00 1.97 -0.90
H: -0.88 -0.71 1.52
H: 1.77 -1.89 -0.77

## Properties
E_LUMO (spin up / spin down), eV: -5.875 / -5.874
Charge: +1

3:
The following is a DFT calculation (ωB97M-V/def2-TZVPD) of an isolated ion of composition C3H7N2S and charge +1.

Atoms and positions in Å:
C: 0.11 1.01 0.10
C: -0.78 -0.09 -0.25
C: -1.18 -2.64 -0.39
N: -0.41 -1.51 -0.29
N: 1.37 0.61 0.61
S: -0.88 -4.36 -0.75
H: 0.26 1.94 -0.57
H: -0.48 1.44 0.95
H: -1.85 0.15 -0.46
H: -2.24 -2.47 -0.48
H: 0.62 -1.60 -0.60
H: 2.24 0.50 0.10
H: 1.22 -0.13 1.26

## Properties
E_LUMO (spin up / spin down), eV: -7.025 / -7.024
SMILES: NC/C=[NH+]/C=S
Charge: +1

4:
The following is a DFT calculation (ωB97M-V/def2-TZVPD) of an isolated ion of composition C3H7N2S and charge +1.

Atoms and positions in Å:
C: -0.02 -0.13 0.10
C: 2.27 -0.72 0.24
C: -2.09 1.24 0.17
N: 1.53 -1.03 -1.03
N: -1.18 0.18 -0.36
S: 1.13 0.35 1.19
H: 2.40 -1.59 1.00
H: 3.18 -0.34 -0.07
H: -1.85 1.50 1.14
H: -3.01 0.77 0.23
H: -2.11 2.13 -0.41
H: 1.40 -2.11 -1.02
H: -1.66 -0.26 -1.20

## Properties
E_LUMO (spin up / spin down), eV: -5.816 / -5.825
Charge: +1

Most stable structure, least stable structure: 1, 2.